[1]
{"formula": "C17H45BrO17P5", "method": "wB97M-V/def2-TZVPD", "largest_force_ev_per_a": 10.1, "charge": 1, "e_tot_ha": -6233.68415, "species": ["C", "C", "H", "P", "P", "H", "H", "O", "P", "C", "C", "C", "H", "H", "H", "O", "H", "H", "H", "O", "C", "H", "H", "H", "Br", "H", "H", "C", "O", "H", "O", "H", "H", "C", "H", "O", "H", "H", "O", "C", "O", "H", "O", "H", "H", "C", "H", "H", "H", "C", "C", "C", "O", "O", "H", "O", "O", "H", "P", "O", "H", "H", "C", "H", "H", "H", "H", "H", "P", "C", "O", "O", "H", "H", "O", "H", "H", "C", "H", "H", "C", "H", "H", "H", "H"], "xyz": [[5.51, 3.89, -2.10], [4.55, -3.02, -2.90], [-5.69, -1.21, -0.90], [7.12, 3.88, -1.01], [-6.45, 1.41, -0.42], [-5.08, -4.04, 5.39], [-5.00, 3.41, 2.28], [0.86, -3.93, -1.84], [-0.13, -2.82, -0.97], [-5.49, 2.50, 1.91], [-1.31, -0.38, -0.58], [0.55, -4.32, -3.16], [-4.72, -3.79, 7.11], [9.07, 6.83, -1.92], [5.99, -0.06, -5.66], [5.36, -1.96, -2.42], [-8.59, 0.35, 0.75], [-2.74, -3.25, -1.26], [1.31, -5.03, -3.50], [-6.51, 0.39, 0.88], [6.87, 6.85, -1.29], [5.11, -3.57, -3.67], [9.16, 2.87, -1.41], [-6.45, 2.41, 2.43], [5.65, 5.69, 1.11], [-2.63, -3.69, -2.98], [8.01, 8.14, -2.79], [-7.77, -0.01, 1.37], [4.82, -0.33, -0.70], [-2.38, -0.25, -0.80], [-5.12, 1.20, -1.17], [6.21, -1.75, -0.15], [7.85, 6.30, -3.38], [7.21, 5.63, -0.20], [8.22, 5.79, 0.35], [4.66, -0.51, -4.16], [5.64, -1.78, -5.43], [3.99, 4.45, -4.15], [-7.21, 0.18, -1.37], [4.60, 4.09, -3.19], [1.04, -1.82, -0.96], [-2.91, -2.91, 3.56], [-4.85, -2.25, 3.62], [-0.74, -0.17, -1.48], [5.17, -1.13, 1.14], [-6.20, -0.94, 7.56], [-3.40, -3.79, 5.92], [-6.49, -1.39, -2.48], [-7.35, -1.84, -1.00], [5.82, -0.83, -4.91], [-3.47, -1.98, 3.42], [8.04, 6.99, -2.46], [-5.27, -0.11, 4.44], [5.90, 0.58, -2.51], [0.57, -3.46, -3.84], [-5.68, 2.64, 0.52], [-6.57, -0.75, 6.21], [-1.04, 0.33, 0.20], [4.74, -0.42, -2.43], [8.56, 3.49, -1.95], [-0.42, -4.82, -3.20], [5.82, 6.65, -1.82], [-6.64, -1.12, -1.44], [3.61, -2.66, -3.32], [4.34, -3.70, -2.08], [6.89, 2.82, -0.01], [6.72, -0.94, -4.29], [-3.08, -1.23, 4.12], [-5.71, -1.50, 4.92], [-4.45, -3.50, 6.09], [-1.08, -2.54, -2.30], [-1.12, -1.70, -0.09], [-4.84, 1.65, 2.13], [-6.90, -0.37, 8.19], [-4.57, -2.10, 5.96], [6.78, 7.83, -0.62], [4.49, -2.26, -0.05], [-2.44, -2.90, -2.25], [-3.31, -1.63, 2.40], [-6.29, -2.00, 7.84], [5.19, -1.44, 0.08], [-5.19, -0.56, 7.75], [-7.81, -1.11, 1.42], [-7.90, 0.38, 2.39], [-3.05, -2.03, -2.52]]}

[2]
{"formula": "C17H45F10N7O14PS4", "method": "wB97M-V/def2-TZVPD", "largest_force_ev_per_a": 11.9, "charge": 1, "e_tot_ha": -5043.63476, "e_above_lowest_kj_mol": 279.7, "species": ["H", "C", "H", "H", "H", "O", "H", "H", "O", "S", "C", "C", "N", "F", "H", "H", "C", "F", "N", "H", "H", "H", "H", "H", "H", "O", "O", "N", "O", "C", "C", "H", "H", "C", "O", "O", "H", "F", "H", "C", "C", "N", "H", "F", "H", "H", "C", "C", "F", "H", "C", "H", "H", "C", "F", "H", "H", "H", "O", "H", "H", "H", "O", "C", "H", "O", "H", "N", "H", "H", "S", "F", "H", "H", "S", "F", "C", "H", "S", "O", "H", "H", "N", "C", "P", "H", "H", "H", "F", "H", "C", "H", "O", "O", "N", "O", "F", "H"], "xyz": [[9.27, -4.03, -20.09], [3.35, -2.12, -11.17], [2.80, -3.79, -19.61], [3.25, -3.18, -10.97], [3.85, 3.19, -17.88], [7.37, 4.59, -9.80], [7.52, 6.37, -13.48], [5.79, -4.49, -15.55], [9.95, -1.33, -21.45], [12.57, 0.24, -14.23], [2.73, 2.34, -16.28], [7.83, 3.31, -15.15], [11.99, -1.09, -13.88], [7.75, 0.99, -18.80], [3.80, 1.49, -17.90], [2.45, -1.97, -11.77], [3.89, 2.33, -17.21], [6.59, 2.94, -18.86], [9.53, -3.07, -19.93], [7.97, -2.57, -18.32], [6.05, -3.68, -13.22], [2.80, -4.79, -18.15], [6.67, -0.43, -17.07], [8.83, 2.92, -14.94], [6.21, 6.14, -12.28], [5.00, 4.31, -13.83], [4.82, -0.80, -14.90], [4.51, -1.53, -11.92], [12.37, 1.43, -13.41], [2.72, -3.77, -18.53], [5.50, -4.19, -16.56], [7.64, -1.84, -22.66], [2.20, 0.40, -13.58], [2.36, 1.40, -13.97], [9.73, 1.31, -10.62], [6.55, -1.53, -10.76], [4.58, -0.54, -11.76], [7.25, 0.72, -21.17], [7.09, -3.77, -11.90], [7.10, -0.52, -16.07], [6.48, 6.08, -13.34], [8.79, 3.54, -11.64], [1.74, -3.35, -18.29], [5.72, 2.41, -20.95], [6.02, 0.82, -14.89], [5.36, -4.22, -11.72], [9.14, -2.17, -21.11], [7.89, -2.58, -21.89], [14.09, -0.16, -13.86], [4.42, -1.61, -12.92], [3.89, -2.91, -17.93], [4.46, -2.44, -15.96], [7.05, -2.59, -21.19], [9.01, -2.51, -18.63], [7.96, 1.43, -12.11], [8.06, 3.62, -13.14], [8.03, 0.04, -16.24], [3.50, -3.73, -15.99], [12.76, 0.38, -15.69], [7.19, 2.74, -15.82], [3.38, 0.43, -15.50], [1.41, 1.92, -13.85], [7.27, 1.91, -9.95], [6.13, -0.26, -14.90], [4.75, 2.33, -16.55], [1.79, 3.14, -16.35], [3.30, -1.62, -10.20], [2.61, 1.09, -15.46], [9.52, -3.06, -17.84], [5.89, 6.70, -14.01], [8.47, 2.12, -10.77], [5.49, 0.85, -19.55], [7.53, -1.52, -16.00], [6.81, 2.80, -13.44], [10.53, -0.64, -14.63], [9.55, -1.58, -13.72], [6.06, -3.50, -12.15], [1.84, 0.58, -15.87], [8.67, 4.25, -10.29], [9.97, 0.68, -14.32], [10.54, -3.02, -19.93], [9.41, -1.49, -18.54], [7.28, 3.62, -13.78], [5.82, -2.10, -11.55], [6.84, 1.73, -19.95], [5.30, -5.14, -17.04], [6.31, -3.64, -17.05], [7.89, 4.27, -15.67], [9.08, 5.73, -10.85], [6.68, -0.38, -13.97], [6.17, 4.68, -13.75], [3.26, 1.87, -13.57], [10.26, -1.24, -15.90], [9.67, 4.12, -9.18], [4.27, -3.29, -16.47], [4.49, -1.98, -18.62], [8.12, 2.63, -20.45], [7.90, -3.61, -22.25]]}

[3]
{"formula": "C17H45N11O24S", "method": "wB97M-V/def2-TZVPD", "largest_force_ev_per_a": 5.2, "smiles": "C[N+](=O)[O-].C[N+](=O)[O-].C[N+](=O)[O-].C[N+](=O)[O-].C[N+](=O)[O-].C[N+](=O)[O-].C[N+](=O)[O-].C[N+](=O)[O-].C[N+](=O)[O-].O=S1(=O)OCCO1.CN(C)C=O.CN(C)C=O", "charge": 0, "e_tot_ha": -3480.05156, "species": ["O", "C", "H", "H", "O", "C", "N", "C", "O", "H", "O", "O", "N", "C", "H", "O", "H", "H", "H", "H", "O", "H", "H", "N", "C", "C", "C", "O", "C", "H", "H", "O", "H", "H", "N", "H", "H", "O", "H", "H", "H", "C", "H", "H", "H", "O", "O", "O", "O", "C", "H", "H", "H", "O", "H", "O", "C", "O", "O", "H", "H", "H", "N", "N", "N", "H", "H", "H", "H", "C", "N", "H", "H", "H", "O", "H", "N", "S", "H", "H", "C", "N", "H", "O", "C", "C", "O", "H", "O", "C", "H", "H", "O", "N", "H", "O", "C", "H"], "xyz": [[0.49, 0.00, -3.86], [-2.15, 1.60, -3.51], [1.56, 3.75, -0.62], [0.78, -0.98, -6.76], [-1.22, -6.08, 0.96], [-3.67, 5.33, 1.10], [-0.27, -5.27, 1.13], [3.85, 0.81, -3.39], [0.75, 0.32, 5.12], [3.44, 0.94, -4.39], [-2.46, 3.89, -3.29], [0.42, 3.88, 4.39], [-3.25, 4.22, 0.47], [-4.22, 3.29, -0.09], [3.44, 1.54, -2.70], [0.15, -1.57, 5.74], [1.22, 2.42, 0.70], [-3.17, -4.08, -1.22], [4.51, -2.30, 1.46], [-1.94, 3.50, 3.57], [-4.19, -2.38, -0.60], [-3.87, 3.09, -1.10], [0.51, -0.88, 2.86], [-2.02, 3.02, -4.00], [6.80, -0.90, 2.43], [-3.92, -3.37, -1.55], [-0.15, -1.00, -0.99], [-3.84, -1.43, -2.79], [-3.33, -2.67, -2.73], [0.93, -5.37, -0.68], [-3.07, 1.43, -2.95], [3.12, -1.48, -3.44], [6.77, -1.86, 2.94], [-1.44, 4.20, -0.67], [0.66, -0.85, 4.91], [7.38, -0.23, 3.07], [-1.76, 1.71, 3.31], [-0.80, 0.35, 0.82], [-1.71, 2.38, 4.91], [-1.21, 4.28, 1.03], [5.43, -1.44, 0.27], [1.09, -1.45, 3.59], [-4.15, 2.37, 0.49], [-1.27, 1.44, -2.89], [-0.57, -4.41, -0.69], [-5.91, -0.56, -1.47], [0.09, -2.00, -4.51], [-2.30, -1.92, 3.57], [-3.60, 0.11, -0.77], [-1.87, 3.85, 0.28], [-3.28, -4.10, 3.86], [-4.89, -3.83, -1.71], [-1.84, 2.76, 0.26], [0.11, -4.93, 2.23], [3.84, -0.89, 0.77], [1.33, -0.22, 0.59], [-3.14, -3.93, 2.79], [5.58, 1.47, 3.38], [-1.47, 3.24, -5.02], [3.97, 1.00, 2.18], [0.69, -2.46, 3.60], [-2.25, -2.54, -2.71], [5.43, -0.47, 2.13], [0.01, 2.95, 3.73], [3.35, -0.47, -2.80], [7.42, -0.94, 1.53], [1.56, 4.06, 1.17], [0.82, -3.68, 0.07], [2.16, -1.42, 3.36], [4.78, -1.30, 1.13], [0.50, -0.86, -4.69], [4.94, 0.80, -3.29], [1.25, 0.56, -6.05], [2.34, -0.76, -5.67], [-1.75, -2.62, 1.59], [-5.22, 3.72, -0.11], [3.20, 3.07, 0.35], [-4.48, -0.91, -1.37], [-4.76, 5.35, 1.24], [0.57, -1.78, -1.25], [-1.44, 2.59, 3.88], [0.13, -0.23, 0.24], [-1.10, -1.49, -0.81], [-2.95, 6.20, 1.54], [4.95, 0.70, 2.58], [0.34, -4.64, -0.13], [0.66, 2.29, 2.95], [-4.08, -3.71, 2.28], [3.23, -0.52, -1.58], [1.72, 3.33, 0.38], [-2.68, -4.73, 2.22], [-3.60, -3.19, -3.65], [3.91, 3.64, 1.18], [-2.33, -2.70, 2.64], [-0.33, -0.28, -1.78], [3.62, 2.21, -0.39], [1.31, -0.52, -5.92], [-2.15, 0.95, -4.38]]}

[4]
{"formula": "C17H46BN7O8PS", "method": "wB97M-V/def2-TZVPD", "largest_force_ev_per_a": 5.6, "charge": 1, "e_tot_ha": -2424.46362, "species": ["C", "N", "H", "S", "H", "N", "N", "H", "H", "C", "H", "C", "N", "H", "H", "H", "H", "H", "H", "H", "O", "H", "H", "H", "C", "H", "H", "H", "C", "H", "C", "C", "C", "H", "C", "H", "H", "H", "P", "H", "C", "C", "C", "H", "H", "C", "H", "H", "H", "H", "N", "H", "H", "H", "H", "C", "H", "O", "C", "H", "O", "H", "O", "H", "N", "O", "H", "H", "H", "H", "O", "H", "H", "H", "C", "B", "H", "O", "N", "C", "O"], "xyz": [[-1.37, 0.81, -0.09], [0.67, 2.30, -0.88], [3.53, -3.28, -9.59], [0.83, -0.61, -1.25], [-3.92, 1.09, 7.36], [-1.51, 2.23, 0.40], [-0.48, 4.50, 0.04], [3.45, 0.74, 1.52], [-2.17, 0.62, 9.26], [-3.78, -1.52, 6.66], [0.80, -0.16, 1.88], [3.17, -4.05, -8.91], [3.48, 0.50, 0.48], [-4.83, 2.21, 5.25], [4.09, -2.46, -6.72], [1.48, 1.80, 1.18], [4.01, -0.02, -5.92], [-1.87, -2.15, 7.44], [-4.09, 1.67, 0.02], [-3.56, 3.41, 1.50], [3.18, -3.19, -4.99], [1.01, -4.73, -7.11], [1.45, -4.21, -4.80], [-0.52, 1.15, -2.20], [1.75, 2.33, 0.18], [-1.03, 1.50, 8.23], [4.89, -2.13, -5.20], [-4.13, -2.55, 6.75], [3.22, 1.78, -0.33], [-0.20, -1.55, -1.58], [-4.72, 1.13, 5.32], [-1.39, 0.50, 8.50], [-0.40, 3.15, -0.16], [1.25, -2.68, -5.61], [-4.77, 0.70, 6.79], [3.42, 0.52, -1.97], [1.93, 3.48, 0.45], [-0.38, 4.85, 1.04], [-3.19, 2.81, 0.21], [1.44, 1.20, -5.87], [1.99, -4.31, -6.87], [3.91, -2.17, -5.69], [-3.57, 0.40, 3.38], [-0.70, 5.22, -0.69], [-1.29, -2.14, 1.72], [1.91, -3.55, -5.54], [-2.94, -1.38, 8.64], [-0.56, -0.09, 8.90], [2.71, -5.13, -6.77], [2.60, -4.79, -9.47], [4.32, 2.78, 0.06], [-4.31, -0.40, 3.26], [-3.82, 1.26, 2.76], [-2.21, 0.33, -0.76], [4.03, 3.13, 1.01], [-0.08, 1.01, -1.10], [-5.67, 1.15, 7.24], [-3.30, 3.86, -0.98], [-2.58, -1.34, 7.60], [-5.55, 0.65, 4.78], [-1.91, -0.11, 7.33], [0.24, 0.06, -6.52], [2.15, -0.67, -6.44], [3.02, -0.57, -4.54], [-0.14, 0.00, 2.30], [-3.46, 0.79, 4.74], [-2.60, 0.00, 3.07], [4.04, -4.51, -8.43], [5.21, 2.25, 0.23], [0.86, -0.18, -4.88], [2.34, -3.43, -7.93], [4.42, 0.10, 0.28], [-0.21, 1.02, 2.51], [-3.50, -1.38, 5.61], [3.29, -0.77, -5.59], [-1.16, -0.24, 1.17], [4.20, 1.98, -2.21], [-1.97, -1.50, 1.31], [3.32, 1.56, -1.83], [1.12, 0.15, -5.89], [-4.92, -0.71, 6.99]]}

[5]
{"formula": "C17H46IO23P5S", "method": "wB97M-V/def2-TZVPD", "largest_force_ev_per_a": 5.8, "charge": 0, "e_tot_ha": -4808.84779, "species": ["C", "O", "C", "H", "C", "O", "H", "O", "C", "O", "H", "C", "O", "O", "O", "H", "O", "C", "H", "H", "S", "C", "O", "H", "O", "I", "H", "C", "C", "H", "P", "P", "O", "H", "H", "H", "H", "O", "H", "H", "O", "H", "H", "O", "H", "O", "H", "H", "H", "O", "H", "C", "H", "C", "O", "H", "P", "O", "H", "H", "C", "H", "C", "H", "H", "H", "O", "O", "O", "O", "H", "H", "H", "C", "C", "H", "H", "H", "C", "H", "H", "P", "H", "H", "P", "H", "H", "H", "H", "H", "O", "H", "C"], "xyz": [[-8.91, 2.04, -1.47], [-7.81, 1.25, -1.91], [3.25, -4.15, 4.95], [-7.43, 3.15, -4.52], [2.51, -1.32, -2.05], [-1.72, -1.18, -0.74], [-0.30, 0.24, 3.70], [-0.13, -2.69, -2.77], [-5.68, 0.33, -0.29], [3.01, 3.60, 7.25], [-0.76, -4.01, 6.81], [-1.34, -3.33, -2.49], [-5.34, 1.00, -1.50], [2.72, -3.04, 4.23], [0.98, -1.36, 3.78], [2.90, 3.61, -9.18], [0.52, -3.81, 3.07], [2.29, 2.86, -8.69], [1.27, 5.64, 7.78], [1.81, 5.12, -5.68], [2.43, -2.53, -3.46], [0.82, -3.53, -3.45], [3.68, 4.28, -5.54], [3.11, 6.21, -5.18], [1.96, 1.71, 8.71], [0.36, -3.81, -5.60], [4.34, -4.10, 4.89], [-0.28, -4.18, 5.85], [-7.12, 2.11, -4.64], [-9.29, 2.65, -2.29], [1.13, -2.92, 4.07], [-2.38, -2.53, -1.08], [0.55, 3.71, 7.81], [-8.62, 2.69, -0.63], [2.90, -5.09, 4.51], [-7.97, 1.44, -4.52], [-1.06, -4.26, 5.09], [2.39, 2.98, -7.27], [2.99, 5.71, -6.88], [2.60, 1.86, -9.00], [1.34, 2.03, 6.20], [1.49, 4.77, 9.33], [4.69, 2.41, 7.42], [-2.44, -3.48, 0.32], [2.85, 0.61, 5.99], [0.58, -3.08, 5.57], [1.87, -3.70, -0.86], [3.08, 2.13, 5.08], [-6.71, 1.97, -5.64], [-1.84, -4.30, -3.05], [3.07, -1.82, -1.19], [4.25, 3.30, 7.88], [2.67, 0.49, -6.49], [0.82, 4.93, 8.48], [-6.34, 3.39, -1.67], [0.79, -5.22, -0.55], [-6.41, 2.00, -2.14], [4.95, 3.34, -7.61], [-0.05, -0.44, 5.31], [1.88, 0.95, 4.55], [2.35, 1.39, 5.42], [-4.76, -0.01, 0.19], [2.85, 5.39, -5.85], [-1.07, -1.30, 4.13], [4.92, 4.14, 7.75], [0.31, -5.65, -2.75], [-3.90, -2.18, -1.76], [4.01, 1.84, -5.70], [2.45, -1.68, -4.72], [-6.11, 1.78, -3.70], [2.96, -4.09, 6.00], [-6.30, -0.53, -0.51], [-3.67, -1.65, -2.57], [3.73, 0.56, -6.24], [-0.18, -0.68, 4.26], [-9.70, 1.38, -1.12], [4.12, 3.13, 8.95], [1.25, 3.01, -8.97], [1.17, -4.90, -2.72], [3.96, -0.19, -5.49], [4.34, 0.37, -7.13], [1.75, 2.67, 7.61], [0.30, -5.10, 5.89], [1.49, -1.05, -1.63], [3.86, 3.13, -6.64], [2.02, -5.41, -3.29], [-0.12, 5.34, 8.84], [3.01, -0.35, -2.36], [-6.20, 1.01, 0.40], [2.53, -5.42, -1.04], [3.64, -3.41, -3.39], [-1.53, -3.39, 0.70], [1.61, -4.75, -1.19]]}

| no. | frontier orbital gap (eV) | LUMO (eV) |
| --- | --- | --- |
| 1 | 5.78 | -4.690 |
| 2 | 5.58 | -4.660 |
| 3 | 7.98 | -0.891 |
| 4 | 5.29 | -5.451 |
| 5 | 9.09 | -0.608 |